{"formula": "C28H69BFN19O15S", "method": "wB97M-V/def2-TZVPD", "orbital_gap_ev": 8.4, "species": ["C", "O", "B", "O", "N", "C", "C", "O", "C", "C", "O", "C", "C", "C", "C", "C", "C", "C", "C", "C", "C", "C", "C", "C", "C", "S", "O", "O", "F", "H", "H", "H", "H", "H", "H", "H", "H", "H", "H", "H", "H", "H", "H", "H", "H", "H", "H", "H", "H", "H", "H", "H", "H", "H", "H", "H", "H", "H", "H", "H", "H", "H", "N", "C", "N", "O", "H", "H", "H", "H", "N", "C", "N", "O", "H", "H", "H", "H", "N", "C", "N", "O", "H", "H", "H", "H", "N", "C", "N", "O", "H", "H", "H", "H", "N", "C", "N", "O", "H", "H", "H", "H", "N", "C", "N", "O", "H", "H", "H", "H", "N", "C", "N", "O", "H", "H", "H", "H", "N", "C", "N", "O", "H", "H", "H", "H", "N", "C", "N", "O", "H", "H", "H", "H"], "coordinates": [[-1.896, -3.423, -2.468], [-1.994, -2.429, -3.520], [-0.866, -1.575, -3.497], [-1.012, -0.321, -2.908], [0.374, -2.091, -4.158], [1.612, -1.402, -3.710], [2.402, -2.239, -2.608], [3.054, -1.400, -1.669], [4.313, -0.920, -2.209], [5.020, 0.068, -1.212], [4.735, 1.466, -1.467], [3.495, 1.724, -0.850], [2.341, 1.769, -1.713], [1.000, 1.981, -1.203], [0.801, 2.160, 0.231], [-0.649, 2.345, 0.823], [-1.719, 1.928, -0.234], [-0.804, 3.937, 0.969], [-0.851, 1.763, 2.259], [-0.884, 0.207, 2.431], [-0.967, -0.050, 4.014], [0.395, -0.572, 1.950], [-2.142, -0.531, 1.828], [1.979, 2.150, 1.087], [3.315, 1.940, 0.566], [0.148, -1.931, -5.833], [1.179, -2.686, -6.496], [0.120, -0.520, -6.167], [-1.276, -2.546, -6.285], [-1.104, -4.156, -2.785], [-2.871, -3.975, -2.471], [-1.717, -2.995, -1.452], [-1.860, 0.061, -3.200], [2.304, -1.381, -4.600], [1.482, -0.339, -3.405], [3.120, -2.958, -3.099], [1.648, -2.879, -2.081], [4.994, -1.820, -2.259], [4.213, -0.513, -3.247], [4.667, -0.247, -0.190], [6.128, -0.102, -1.210], [2.478, 1.620, -2.803], [0.182, 1.992, -1.951], [-1.751, 2.639, -1.110], [-1.611, 0.891, -0.633], [-2.750, 1.988, 0.222], [-0.154, 4.305, 1.806], [-0.434, 4.375, 0.009], [-1.880, 4.190, 1.122], [-1.826, 2.169, 2.652], [-0.029, 2.161, 2.909], [-2.046, 0.026, 4.316], [-0.329, 0.685, 4.560], [-0.572, -1.085, 4.173], [1.261, -0.283, 2.611], [0.236, -1.670, 2.157], [0.639, -0.460, 0.868], [-1.908, -0.794, 0.758], [-3.034, 0.140, 1.856], [-2.307, -1.488, 2.391], [1.856, 2.307, 2.177], [4.187, 1.939, 1.251], [-4.913, 4.664, 0.878], [-5.157, 3.445, 1.422], [-6.463, 3.187, 1.712], [-4.262, 2.637, 1.633], [-5.624, 5.346, 0.690], [-3.957, 4.883, 0.650], [-6.675, 2.291, 2.115], [-7.209, 3.835, 1.545], [-3.213, 6.341, -3.474], [-3.438, 5.608, -2.360], [-3.805, 4.315, -2.581], [-3.317, 6.073, -1.231], [-3.301, 5.982, -4.406], [-2.935, 7.302, -3.344], [-3.979, 3.742, -1.772], [-3.909, 3.913, -3.494], [-2.398, 3.319, 7.438], [-2.875, 2.776, 6.284], [-2.982, 3.650, 5.244], [-3.183, 1.600, 6.185], [-2.139, 4.286, 7.538], [-2.305, 2.705, 8.227], [-3.330, 3.287, 4.372], [-2.734, 4.621, 5.303], [-1.255, -5.767, 1.744], [-1.870, -6.001, 0.551], [-1.651, -7.238, 0.026], [-2.565, -5.163, -0.003], [-0.680, -6.440, 2.216], [-1.394, -4.864, 2.162], [-2.090, -7.446, -0.854], [-1.085, -7.941, 0.465], [8.344, -3.378, -4.275], [7.517, -2.340, -4.001], [7.624, -1.279, -4.846], [6.730, -2.356, -3.061], [8.993, -3.388, -5.039], [8.291, -4.181, -3.671], [7.024, -0.491, -4.672], [8.259, -1.245, -5.621], [-4.076, -9.653, 1.095], [-3.208, -10.657, 0.790], [-3.681, -11.914, 1.014], [-2.090, -10.445, 0.348], [-4.998, -9.804, 1.458], [-3.759, -8.710, 0.942], [-3.067, -12.679, 0.799], [-4.595, -12.110, 1.375], [-0.078, 5.340, 9.917], [-1.216, 6.045, 9.671], [-1.841, 6.530, 10.778], [-1.644, 6.229, 8.542], [0.290, 5.177, 10.835], [0.411, 4.966, 9.122], [-2.685, 7.056, 10.634], [-1.507, 6.391, 11.713], [1.278, 7.590, -3.583], [0.013, 7.547, -3.081], [-0.159, 6.706, -2.027], [-0.901, 8.216, -3.544], [2.041, 7.050, -3.219], [1.441, 8.201, -4.364], [-1.084, 6.648, -1.627], [0.577, 6.149, -1.632], [5.359, -5.572, -3.984], [6.231, -6.569, -4.298], [5.754, -7.831, -4.105], [7.356, -6.350, -4.721], [4.432, -5.731, -3.636], [5.677, -4.625, -4.112], [6.370, -8.592, -4.327], [4.834, -8.033, -3.760]], "atomic_forces_ev_per_a": [[-0.4, -1.2, -0.6], [1.2, 1.0, 0.5], [-2.1, -0.5, 0.6], [0.6, -0.6, -1.3], [-1.7, 0.6, 0.0], [2.4, -0.1, -1.2], [-1.1, -0.3, -0.1], [0.0, 0.1, -1.0], [1.2, -0.8, 0.7], [-0.2, -1.2, -0.1], [-0.9, -0.9, 1.5], [-2.1, 0.8, -0.1], [-0.5, 0.3, 1.4], [2.0, 0.0, 1.2], [1.0, -0.7, -0.5], [0.5, 1.5, -0.6], [-1.0, -0.1, 0.1], [0.4, -0.8, -0.3], [-0.2, -0.5, -0.6], [0.0, -1.0, 1.2], [-0.2, 0.0, -1.2], [0.0, -0.1, 0.6], [0.8, 0.5, -0.6], [0.2, -0.1, -1.7], [-1.3, 0.1, -1.0], [2.4, 1.3, -1.7], [-1.4, -0.1, 0.7], [-1.0, -1.5, 0.6], [1.6, 0.5, 1.4], [-0.6, 0.6, 0.7], [0.9, 0.6, 0.2], [-0.1, -0.3, -0.8], [0.2, -0.4, 0.7], [-0.7, 0.2, 0.8], [-0.4, -0.9, 0.1], [-0.5, 0.8, 0.3], [0.6, 0.6, -0.1], [-0.8, 1.1, -0.2], [0.0, 0.0, 0.8], [0.3, 0.5, -0.8], [-0.9, 0.4, -0.4], [0.0, 0.1, 0.9], [0.6, -0.1, 0.9], [0.3, -0.6, 0.8], [0.2, 0.8, 0.3], [1.2, 0.0, -0.3], [-0.7, -0.2, -0.7], [-0.4, -0.1, 0.8], [0.9, -0.1, 0.0], [0.9, -0.3, -0.3], [-0.7, -0.3, -0.5], [1.2, 0.0, 0.1], [-0.6, -0.6, -0.2], [-0.5, 0.8, 0.2], [-0.6, -0.1, -0.9], [0.0, 1.0, -0.3], [-0.1, 0.1, 0.8], [-0.5, 0.2, 0.9], [0.5, -0.7, 0.1], [0.0, 0.9, -0.5], [0.2, -0.2, -0.9], [-0.7, 0.0, -0.6], [0.3, 0.0, 0.0], [0.0, 0.3, 0.0], [-0.2, -0.4, 0.1], [-0.1, -0.1, 0.2], [0.1, 0.0, 0.0], [-0.2, 0.2, -0.2], [0.0, 0.1, 0.0], [0.1, 0.0, 0.0], [-0.2, 0.4, 0.1], [-0.1, -0.1, -0.4], [-0.1, -0.4, 0.3], [0.2, 0.0, 0.2], [0.0, 0.0, 0.1], [0.3, -0.1, -0.2], [0.0, 0.0, -0.1], [0.0, 0.1, 0.0], [0.2, 0.0, 0.3], [0.0, -0.1, 0.0], [-0.1, 0.1, -0.4], [0.0, 0.0, 0.0], [0.0, 0.1, 0.1], [0.0, 0.0, -0.1], [0.0, 0.0, 0.0], [0.0, 0.0, 0.1], [0.1, 0.3, 0.3], [0.0, 0.1, -0.1], [-0.1, -0.2, -0.2], [0.0, 0.0, 0.0], [0.0, 0.0, -0.1], [0.0, -0.1, 0.0], [0.1, 0.0, 0.1], [-0.1, -0.1, -0.1], [0.1, -0.1, 0.3], [0.3, -0.1, -0.1], [-0.2, 0.4, 0.0], [0.2, -0.1, -0.2], [-0.1, 0.0, 0.0], [0.0, -0.1, -0.2], [0.1, -0.1, 0.0], [0.0, 0.0, 0.0], [-0.1, 0.4, 0.0], [0.0, 0.1, 0.0], [0.1, -0.4, 0.0], [0.1, 0.0, 0.0], [0.0, 0.0, 0.0], [0.0, -0.1, 0.0], [-0.1, 0.1, 0.0], [0.0, 0.0, 0.0], [0.3, -0.2, -0.2], [0.0, 0.0, 0.0], [-0.3, 0.2, 0.1], [0.0, -0.1, -0.1], [0.0, 0.0, 0.0], [0.0, 0.0, 0.1], [0.1, -0.1, 0.0], [0.0, 0.0, -0.1], [0.2, 0.2, -0.3], [-0.1, -0.2, 0.3], [-0.3, 0.0, 0.1], [0.0, 0.1, -0.1], [-0.1, 0.0, 0.0], [0.0, -0.1, 0.1], [0.0, 0.0, 0.1], [0.0, 0.0, 0.0], [0.0, 0.3, 0.0], [-0.1, 0.1, 0.0], [0.1, -0.4, 0.0], [0.1, 0.0, 0.1], [0.0, 0.0, 0.0], [-0.1, 0.0, 0.1], [-0.1, 0.1, 0.0], [0.0, 0.1, 0.0]]}